Record 1
{
  "formula": "C5H12N2O",
  "method": "wB97M-V/def2-TZVPD",
  "species": ["O", "N", "N", "C", "C", "C", "C", "C", "H", "H", "H", "H", "H", "H", "H", "H", "H", "H", "H", "H"],
  "coordinates": [[2.6530, -0.1378, 0.4019], [-1.9358, 0.9160, -0.4961], [0.6478, -1.8742, -0.3744], [1.3195, -0.4294, 0.5720], [0.7789, 1.7483, -0.6255], [-1.5942, -0.8299, 1.1207], [0.3317, 0.5470, 0.1725], [-0.9913, 0.1571, 0.1645], [2.7912, 0.2605, -0.4665], [-1.6327, 1.4205, -1.3132], [0.8285, 1.5543, -1.7034], [0.0896, 2.5799, -0.4771], [-2.2805, -1.4936, 0.5943], [0.7657, -1.5537, -1.3362], [-2.8425, 0.4889, -0.5978], [1.2023, -0.8792, 1.5514], [-0.8410, -1.4536, 1.5838], [1.0890, -2.7966, -0.3520], [1.7736, 2.0658, -0.3094], [-2.1527, -0.2900, 1.8904]],
  "forces_ev_per_angstrom": [[-0.216, -0.173, -0.214], [-0.152, 0.016, -0.157], [1.021, 1.701, 0.643], [-0.496, -3.431, -0.579], [-0.082, -0.242, 0.057], [0.076, -0.224, -0.285], [-1.684, 0.189, -1.022], [1.006, 1.371, 0.963], [-0.054, -0.024, 0.080], [-0.030, -0.024, 0.019], [0.001, 0.028, -0.103], [0.067, 0.090, 0.028], [-0.044, -0.065, 0.020], [-0.052, 0.028, 0.079], [0.039, 0.064, -0.007], [0.153, 0.149, 0.097], [-0.031, 0.021, 0.041], [0.566, 0.332, 0.383], [-0.094, 0.148, 0.023], [0.008, 0.046, -0.066]],
  "lowdin_charge": [0.002, 0.110, 0.013, -0.278, -0.066, -0.050, -0.259, -0.350, 0.091, 0.082, 0.083, 0.076, 0.081, 0.016, 0.092, 0.121, 0.059, 0.015, 0.074, 0.088],
  "fmax_ev_per_a": 3.51,
  "energy_ev": -10405.461,
  "gap_ev": 8.33,
  "relative_energy_kj_mol": 285.9,
  "homo_energy_ha": -0.2763
}


Record 2
{
  "formula": "C5H12N2O",
  "method": "wB97M-V/def2-TZVPD",
  "species": ["O", "N", "N", "C", "C", "C", "C", "C", "H", "H", "H", "H", "H", "H", "H", "H", "H", "H", "H", "H"],
  "coordinates": [[0.6643, 1.2512, 2.0439], [0.6498, -1.3692, -1.5840], [-1.4696, 1.3280, 1.2437], [0.0768, -0.2307, -0.8346], [-0.0416, -0.6417, 0.6459], [-0.4209, 0.4358, 1.6713], [-0.1936, -2.2810, -1.9154], [1.0052, 0.9557, -1.0874], [0.5944, 1.8877, -0.6918], [1.9909, 0.7937, -0.6394], [-1.7957, 1.8131, 2.0804], [-0.7960, -1.4385, 0.7042], [-1.2657, -2.2482, -1.6584], [-0.7595, -0.0851, 2.5747], [-1.0078, 2.0756, 0.7249], [-0.9150, 0.0243, -1.2318], [1.1559, 1.1009, -2.1636], [0.9064, -1.1020, 0.9574], [0.1511, -3.1629, -2.4779], [1.4707, 0.8933, 1.6380]],
  "forces_ev_per_angstrom": [[1.509, -0.117, -0.079], [-1.592, -1.269, -0.243], [-0.395, 0.243, 0.114], [0.416, 0.228, -0.043], [-0.174, -0.020, -0.220], [-0.280, -0.199, -0.044], [1.077, 0.679, 0.184], [-0.035, 0.252, -0.037], [0.069, -0.095, 0.034], [-0.080, -0.041, -0.050], [-0.137, -0.197, -0.203], [0.135, 0.171, 0.013], [0.242, 0.136, -0.103], [-0.129, -0.010, -0.112], [-0.207, -0.240, -0.166], [0.027, -0.131, 0.167], [-0.051, -0.130, 0.193], [-0.079, 0.063, -0.026], [-0.059, 0.412, 0.282], [-0.259, 0.263, 0.337]],
  "lowdin_charge": [-0.039, 0.002, 0.066, -0.426, -0.115, -0.486, -0.047, -0.068, 0.066, 0.080, 0.079, 0.113, 0.081, 0.137, 0.068, 0.132, 0.079, 0.125, 0.069, 0.082],
  "fmax_ev_per_a": 2.05,
  "energy_ev": -10406.485,
  "gap_ev": 10.64,
  "relative_energy_kj_mol": 187.1,
  "smiles": "C=N[C@H](C)C[C@H](N)O",
  "homo_energy_ha": -0.3561
}


Record 3
{
  "formula": "C5H12N2O",
  "method": "wB97M-V/def2-TZVPD",
  "species": ["O", "N", "N", "C", "C", "C", "C", "C", "H", "H", "H", "H", "H", "H", "H", "H", "H", "H", "H", "H"],
  "coordinates": [[2.9136, -0.7293, -0.6592], [1.2939, 0.2730, -0.1948], [0.2514, -1.8784, -0.6875], [1.7117, 0.9265, 1.0376], [-1.5588, 0.5377, -1.4763], [0.5527, -0.7514, -0.3097], [-1.0451, 0.4729, -0.0692], [-1.8546, -0.3198, 0.9139], [1.0207, 1.7387, 1.2681], [-2.0140, -1.3376, 0.5587], [2.6881, 1.3605, 0.8418], [-1.7583, -0.4598, -1.8663], [-2.8370, 0.1526, 1.0377], [1.7718, 0.2328, 1.8787], [1.0584, -2.4054, -1.0185], [3.3001, -1.0684, 0.1623], [-0.8556, 1.0487, -2.1338], [-0.7621, 1.4499, 0.3098], [-2.4946, 1.1102, -1.4893], [-1.3823, -0.3532, 1.8961]],
  "forces_ev_per_angstrom": [[-0.523, 0.880, 0.104], [3.232, -0.547, -0.534], [0.025, -0.487, -0.142], [-0.077, -0.153, 0.115], [-0.103, 0.071, 0.004], [-3.485, 1.631, 0.446], [1.002, -1.357, -0.125], [-0.234, 0.090, 0.020], [0.005, -0.092, 0.002], [0.048, -0.007, -0.007], [-0.050, -0.053, -0.053], [-0.007, 0.005, -0.002], [0.014, -0.035, 0.002], [-0.020, 0.057, -0.017], [0.131, 0.055, 0.127], [-0.213, 0.165, 0.084], [0.017, -0.040, -0.002], [0.220, -0.092, -0.016], [0.015, -0.070, -0.013], [0.005, -0.023, 0.004]],
  "lowdin_charge": [-0.215, 0.048, 0.184, -0.066, -0.100, -0.407, -0.254, -0.104, 0.080, 0.073, 0.090, 0.077, 0.085, 0.096, 0.080, -0.008, 0.082, 0.095, 0.086, 0.077],
  "fmax_ev_per_a": 3.87,
  "energy_ev": -10402.084,
  "gap_ev": [8.34, 8.03],
  "relative_energy_kj_mol": 611.7,
  "homo_energy_ha": [-0.3152, -0.3020]
}


Record 4
{
  "formula": "C5H12N2O",
  "method": "wB97M-V/def2-TZVPD",
  "species": ["O", "N", "N", "C", "C", "C", "C", "C", "H", "H", "H", "H", "H", "H", "H", "H", "H", "H", "H", "H"],
  "coordinates": [[-1.2801, -1.6237, 0.5705], [-0.3661, -1.1147, -0.0719], [0.4090, -1.4332, -0.9523], [-1.4273, 1.1185, 1.2274], [-0.1095, 1.1533, 0.4857], [0.0410, 1.7172, -0.8580], [0.5570, -2.7647, -1.5428], [1.1153, 0.8722, 1.2902], [1.0494, -0.0358, 2.0674], [-1.8848, 0.0902, 1.0889], [0.5754, -3.5175, -0.7413], [1.4179, 1.7925, 1.9007], [-2.1459, 1.7832, 0.5982], [0.1000, 2.7886, -1.0427], [-0.2302, -2.8720, -2.3394], [1.9681, 0.5647, 0.8169], [-1.2592, 1.5870, 2.2823], [-0.8205, 1.4312, -1.3716], [1.3734, -2.7699, -2.1564], [0.9171, 1.2328, -1.2518]],
  "forces_ev_per_angstrom": [[-0.143, -1.385, -0.256], [0.004, 3.503, 0.555], [1.454, 0.023, -1.042], [-0.254, 2.351, -1.157], [-0.650, -2.776, 1.459], [0.728, -0.115, 0.262], [-3.450, 0.187, 1.034], [-1.111, -0.200, 4.121], [-0.686, 2.177, -1.382], [0.660, 0.652, 1.101], [-0.208, -0.172, -0.670], [-0.507, -1.003, -0.650], [0.988, -0.769, 1.353], [0.269, 0.272, 0.795], [-0.043, -0.440, 1.218], [1.996, -0.341, -2.161], [-0.743, -1.366, -1.710], [-1.352, -0.617, -1.293], [2.748, 0.087, -0.870], [0.304, -0.068, -0.707]],
  "lowdin_charge": [-0.070, -0.251, -0.030, -0.068, -0.330, -0.068, -0.090, -0.093, 0.136, 0.070, 0.083, 0.111, 0.103, 0.100, 0.094, 0.026, 0.116, 0.065, 0.022, 0.074],
  "fmax_ev_per_a": 4.27,
  "energy_ev": -10401.821,
  "gap_ev": [7.96, 7.96],
  "relative_energy_kj_mol": 637.1,
  "homo_energy_ha": [-0.2874, -0.2872]
}


Repeat the first record exactly.
{
  "formula": "C5H12N2O",
  "method": "wB97M-V/def2-TZVPD",
  "species": ["O", "N", "N", "C", "C", "C", "C", "C", "H", "H", "H", "H", "H", "H", "H", "H", "H", "H", "H", "H"],
  "coordinates": [[2.6530, -0.1378, 0.4019], [-1.9358, 0.9160, -0.4961], [0.6478, -1.8742, -0.3744], [1.3195, -0.4294, 0.5720], [0.7789, 1.7483, -0.6255], [-1.5942, -0.8299, 1.1207], [0.3317, 0.5470, 0.1725], [-0.9913, 0.1571, 0.1645], [2.7912, 0.2605, -0.4665], [-1.6327, 1.4205, -1.3132], [0.8285, 1.5543, -1.7034], [0.0896, 2.5799, -0.4771], [-2.2805, -1.4936, 0.5943], [0.7657, -1.5537, -1.3362], [-2.8425, 0.4889, -0.5978], [1.2023, -0.8792, 1.5514], [-0.8410, -1.4536, 1.5838], [1.0890, -2.7966, -0.3520], [1.7736, 2.0658, -0.3094], [-2.1527, -0.2900, 1.8904]],
  "forces_ev_per_angstrom": [[-0.216, -0.173, -0.214], [-0.152, 0.016, -0.157], [1.021, 1.701, 0.643], [-0.496, -3.431, -0.579], [-0.082, -0.242, 0.057], [0.076, -0.224, -0.285], [-1.684, 0.189, -1.022], [1.006, 1.371, 0.963], [-0.054, -0.024, 0.080], [-0.030, -0.024, 0.019], [0.001, 0.028, -0.103], [0.067, 0.090, 0.028], [-0.044, -0.065, 0.020], [-0.052, 0.028, 0.079], [0.039, 0.064, -0.007], [0.153, 0.149, 0.097], [-0.031, 0.021, 0.041], [0.566, 0.332, 0.383], [-0.094, 0.148, 0.023], [0.008, 0.046, -0.066]],
  "lowdin_charge": [0.002, 0.110, 0.013, -0.278, -0.066, -0.050, -0.259, -0.350, 0.091, 0.082, 0.083, 0.076, 0.081, 0.016, 0.092, 0.121, 0.059, 0.015, 0.074, 0.088],
  "fmax_ev_per_a": 3.51,
  "energy_ev": -10405.461,
  "gap_ev": 8.33,
  "relative_energy_kj_mol": 285.9,
  "homo_energy_ha": -0.2763
}


What did the second record say?
{
  "formula": "C5H12N2O",
  "method": "wB97M-V/def2-TZVPD",
  "species": ["O", "N", "N", "C", "C", "C", "C", "C", "H", "H", "H", "H", "H", "H", "H", "H", "H", "H", "H", "H"],
  "coordinates": [[0.6643, 1.2512, 2.0439], [0.6498, -1.3692, -1.5840], [-1.4696, 1.3280, 1.2437], [0.0768, -0.2307, -0.8346], [-0.0416, -0.6417, 0.6459], [-0.4209, 0.4358, 1.6713], [-0.1936, -2.2810, -1.9154], [1.0052, 0.9557, -1.0874], [0.5944, 1.8877, -0.6918], [1.9909, 0.7937, -0.6394], [-1.7957, 1.8131, 2.0804], [-0.7960, -1.4385, 0.7042], [-1.2657, -2.2482, -1.6584], [-0.7595, -0.0851, 2.5747], [-1.0078, 2.0756, 0.7249], [-0.9150, 0.0243, -1.2318], [1.1559, 1.1009, -2.1636], [0.9064, -1.1020, 0.9574], [0.1511, -3.1629, -2.4779], [1.4707, 0.8933, 1.6380]],
  "forces_ev_per_angstrom": [[1.509, -0.117, -0.079], [-1.592, -1.269, -0.243], [-0.395, 0.243, 0.114], [0.416, 0.228, -0.043], [-0.174, -0.020, -0.220], [-0.280, -0.199, -0.044], [1.077, 0.679, 0.184], [-0.035, 0.252, -0.037], [0.069, -0.095, 0.034], [-0.080, -0.041, -0.050], [-0.137, -0.197, -0.203], [0.135, 0.171, 0.013], [0.242, 0.136, -0.103], [-0.129, -0.010, -0.112], [-0.207, -0.240, -0.166], [0.027, -0.131, 0.167], [-0.051, -0.130, 0.193], [-0.079, 0.063, -0.026], [-0.059, 0.412, 0.282], [-0.259, 0.263, 0.337]],
  "lowdin_charge": [-0.039, 0.002, 0.066, -0.426, -0.115, -0.486, -0.047, -0.068, 0.066, 0.080, 0.079, 0.113, 0.081, 0.137, 0.068, 0.132, 0.079, 0.125, 0.069, 0.082],
  "fmax_ev_per_a": 2.05,
  "energy_ev": -10406.485,
  "gap_ev": 10.64,
  "relative_energy_kj_mol": 187.1,
  "smiles": "C=N[C@H](C)C[C@H](N)O",
  "homo_energy_ha": -0.3561
}